Here is a 11-piece molecular cluster, C2H27N2O11 overall at a distorted geometry from the OMol25 dataset. Energies are from wB97M-V/def2-TZVPD.

Cartesian coordinates (Å):
N1 0.9691 -0.2707 -0.7579
C1 -0.2898 -0.9595 -0.3486
C2 -0.4023 -2.2298 -1.1500
N2 -1.6380 -2.7822 -1.2139
O1 0.4905 -2.7923 -1.7703
H1 1.5987 -0.2733 0.0411
H2 1.3196 -0.8192 -1.5359
H3 0.7926 0.8217 -1.1266
H4 -1.1981 -0.3643 -0.3194
H5 -0.1879 -1.1980 0.7148
H6 -2.4415 -2.6131 -0.6277
H7 -1.7396 -3.6716 -1.6710
H8 3.2924 -1.9241 1.1349
H9 2.2017 -2.2382 2.2030
O2 2.4532 -1.6378 1.5002
H10 -2.2275 2.7925 3.0306
H11 -1.8234 3.5545 1.7244
O3 -2.5621 3.2146 2.2349
H12 -0.3994 2.1339 -1.6840
H13 1.0056 2.4938 -2.0230
O4 0.5311 2.1747 -1.2406
H14 -3.9129 1.8844 0.5262
H15 -3.7750 3.2791 0.2542
O5 -3.9454 2.4735 -0.2408
H16 -2.4013 -1.6876 2.5262
H17 -1.5272 -2.9500 2.4465
O6 -1.9850 -2.2986 1.9104
H18 1.4155 0.4923 2.9752
H19 0.9141 -0.0810 4.2496
O7 0.6161 0.0764 3.3490
H20 2.0170 0.0222 -3.3657
H21 0.7391 -0.1067 -4.0817
O8 1.1070 0.3558 -3.3179
H22 3.8059 -1.5611 -2.1196
H23 2.4503 -2.5602 -2.2652
O9 2.8793 -1.6987 -2.3005
H24 -2.6784 2.0647 -1.2435
H25 -2.0223 0.8292 -1.8663
O10 -1.9009 1.7795 -1.7913
H26 3.4958 1.7392 2.1038
H27 2.3217 2.7159 2.6105
O11 2.6417 1.8198 2.5261

Its total charge is +1. For the frontier orbital gap, the calculation gives 10.797 eV. The value obtained for the highest occupied orbital energy is -13.3 eV. For the total energy, the calculation gives -1029.367250 hartree.

---

Here is a 15-piece molecular cluster, C2H28F6NO18S2 overall at a distorted geometry from the OMol25 dataset. Energies are from wB97M-V/def2-TZVPD.

Cartesian coordinates (Å):
C1 -2.4249 -0.0436 1.2843
F1 -2.9659 1.0630 0.8393
F2 -1.8657 0.1751 2.4649
F3 -3.3111 -1.0069 1.4487
S1 -1.1073 -0.6839 0.0921
O1 -0.7284 -2.0290 0.4439
O2 -1.7248 -0.5830 -1.2025
N1 0.1128 0.4265 0.3960
S2 1.4393 -0.3523 0.0248
O3 2.1959 -0.8314 1.1665
O4 1.3700 -1.1193 -1.2017
C2 2.5472 1.0632 -0.5972
F4 3.8333 0.7835 -0.7532
F5 2.0485 1.5222 -1.7494
F6 2.4813 2.0611 0.2932
O5 1.0196 -3.8198 1.8741
H1 0.8903 -3.8090 2.8275
H2 0.2474 -3.3555 1.5173
O6 2.4078 -0.8148 3.9995
H3 2.4089 -0.8312 3.0272
H4 2.2726 0.1120 4.2215
O7 -1.8301 2.7629 4.1839
H5 -2.3012 3.5536 4.4658
H6 -2.5146 2.1782 3.8389
O8 -3.5763 -2.2639 -2.2976
H7 -2.9379 -2.7043 -2.8678
H8 -3.0340 -1.6393 -1.7697
O9 3.1873 3.1142 -4.7296
H9 2.6432 3.7842 -4.3034
H10 2.7495 2.2812 -4.5206
O10 -5.7988 -2.0258 -0.6337
H11 -5.0145 -2.0827 -1.2160
H12 -5.6674 -2.7183 0.0177
O11 0.5063 2.3536 2.4314
H13 -0.3569 2.3517 2.8707
H14 0.4768 1.6036 1.8001
O12 0.1138 -2.2828 -3.9030
H15 0.1450 -1.7426 -3.1020
H16 -0.1977 -1.6821 -4.5877
O13 -3.8150 2.8037 -1.2563
H17 -4.6865 2.9748 -0.8848
H18 -3.2366 2.7078 -0.4944
O14 -2.9400 -4.1574 1.8457
H19 -2.9698 -4.8888 1.2197
H20 -3.7846 -3.7100 1.7375
O15 6.4463 -1.1967 -0.7793
H21 5.7196 -1.3467 -1.3963
H22 7.1522 -0.8226 -1.3182
O16 6.5023 0.6178 1.5068
H23 6.0689 0.1469 2.2255
H24 6.2284 0.1432 0.7054
O17 -0.9582 1.9232 -3.1130
H25 -1.5511 1.2006 -2.8808
H26 -0.5455 2.1829 -2.2682
O18 -0.7614 3.0435 -0.5153
H27 0.0239 3.4938 -0.1815
H28 -0.6323 2.1158 -0.2467

Its total charge is -1. For the frontier orbital gap, the calculation gives 10.283 eV. The value obtained for the highest occupied orbital energy is -8.3 eV. For the total energy, the calculation gives -2897.731088 hartree.

---

Here is C2H2AgFLiO2 as an isolated structure from the OMol25 dataset. Energies are from wB97M-V/def2-TZVPD.

Cartesian coordinates (Å):
C1 -1.2001 0.3464 -0.0282
C2 -2.4789 0.5232 0.5590
O1 -0.4378 1.2226 -0.3183
F1 -0.8776 -0.9697 -0.1644
H1 3.0505 -0.8395 0.6292
H2 -3.3102 0.6538 -0.1532
Ag1 1.9079 1.4867 -0.3219
Li1 1.0861 -1.8141 -0.3439
O2 2.2600 -0.6094 0.1416

Its total charge is +1. For the frontier orbital gap (spin up / spin down), the calculation gives 7.838 / 7.845 eV. The value obtained for the highest occupied orbital energy (spin up / spin down) is -14.1 / -14.1 eV. For the total energy, the calculation gives -481.908244 hartree.

---

Here is C2H2AgLiO6 as an isolated structure at a distorted geometry from the OMol25 dataset. Energies are from wB97M-V/def2-TZVPD.

Cartesian coordinates (Å):
O1 0.7870 0.7108 2.7275
C1 0.6617 1.5754 3.6734
O2 1.0187 1.4185 4.8427
O3 0.1371 2.7140 3.2498
H1 1.2673 -0.1639 3.0942
H2 0.0213 3.3160 3.9963
Ag1 2.2362 -0.4815 5.7457
Li1 4.6275 -4.3842 2.7530
O4 3.8398 -2.6416 2.3759
O5 2.2825 -1.9592 3.8191
O6 3.4663 -3.8007 4.1997
C2 3.1205 -2.8623 3.4078

Its total charge is 0. For the frontier orbital gap, the calculation gives 6.581 eV. The value obtained for the highest occupied orbital energy is -7.7 eV. For the total energy, the calculation gives -683.416889 hartree.